DFT (ωB97M-V/def2-TZVPD) results for C13H15FeN5OSSe as an isolated structure in a non-equilibrium geometry.

The geometry in XYZ format:
```
37
Properties=species:S:1:pos:R:3:mulliken_spin:R:1
Fe -0.88330 -0.32690 -0.16716 3.67
N -4.49180 -1.05680 1.95954 0.00
C -3.23640 -1.09380 1.47314 -0.01
S -3.09940 -1.13530 -0.27416 0.07
N -2.24460 -1.11150 2.30534 0.00
N -0.99830 -1.05710 1.77774 0.02
C -0.01040 -1.32370 2.56874 0.00
C 1.35930 -1.39900 2.17004 0.00
C 2.33690 -1.55050 3.16384 -0.01
C 3.67110 -1.67460 2.86064 0.01
C 4.07400 -1.66310 1.52574 0.00
C 3.14820 -1.51680 0.52434 0.02
C 1.76650 -1.36600 0.79584 0.00
O 0.93770 -1.19580 -0.17996 0.09
H -5.26380 -1.15850 1.32644 0.00
H -4.63030 -1.16880 2.94794 0.00
H -0.23630 -1.54050 3.61364 0.01
H 2.01250 -1.55930 4.19574 0.00
H 4.39960 -1.78790 3.64874 0.00
H 5.12120 -1.77170 1.28094 0.00
H 3.45380 -1.50700 -0.51206 0.00
C -2.93020 1.89730 -2.23706 0.01
N -1.52740 1.79090 -2.52046 0.04
C -0.94150 1.81470 -3.75646 0.01
C 0.39780 1.71910 -3.58326 0.01
N 0.64170 1.63660 -2.24166 0.03
C 1.92310 1.53690 -1.60496 0.01
C -0.55080 1.64120 -1.57256 -0.06
Se -0.74120 2.01500 0.26074 0.08
H -3.48000 1.98240 -3.17066 0.00
H -3.11770 2.77770 -1.61826 0.00
H -3.27350 1.01030 -1.69276 0.00
H -1.51910 1.90420 -4.65236 0.00
H 1.19200 1.70760 -4.30006 0.00
H 2.70120 1.52320 -2.36356 0.00
H 1.96670 0.61890 -1.01436 0.00
H 2.07260 2.38870 -0.93726 0.00
```

As for the expectation value of S²: 6.02. The calculation puts the maximum force at 0.0438 hartree/bohr. The multiplicity is 5. The calculation puts the HOMO-LUMO gap (spin up / spin down) at 7.24 / 6.96 eV. Its HOMO energy (spin up / spin down) is -0.2556 / -0.2620 hartree. Its total energy is -4916.76730 Ha.